1.
81
Properties=species:S:1:pos:R:3:forces:R:3:lowdin_charge:R:1 method="wB97M-V/def2-TZVPD" total_charge=+2 e_tot_ev=-89793.9308 lumo_energy_ev="-9.206 / -9.249" multiplicity=1
Ti -0.0768 -0.6617 3.4387 0.502 -2.575 1.797 0.827
C -1.0475 1.4181 3.7636 -2.111 0.715 -1.163 -0.226
C -1.4535 0.7553 2.6086 0.209 1.525 0.881 -0.191
C -0.8850 0.9879 1.2348 -0.950 0.398 -0.485 -0.188
C 0.2872 0.0843 0.8306 0.198 -0.279 0.258 -0.159
C 1.4279 0.0468 1.8316 0.712 1.215 0.421 -0.146
C 1.6829 1.0180 2.7859 0.971 -0.475 -2.189 -0.107
C 1.1051 2.3991 2.7847 -0.070 1.330 0.312 -0.145
C -0.1058 2.5728 3.7402 0.736 0.236 0.347 -0.130
C 1.1958 -1.0964 5.0555 0.778 0.130 -0.077 -0.254
H -1.6764 1.3372 4.6560 0.236 0.038 -0.456 0.055
H -2.2874 0.0394 2.6526 0.034 0.157 0.212 0.137
H -0.6453 2.0445 1.0268 -0.284 -0.580 0.333 0.132
H -1.7264 0.7356 0.5776 0.250 0.029 0.249 0.111
H -0.0892 -0.9415 0.6322 0.254 0.182 -0.024 0.138
H 0.6915 0.4266 -0.1428 -0.148 -0.210 0.248 0.139
H 2.1405 -0.7811 1.6876 -0.257 0.161 0.435 0.151
H 2.5922 0.9096 3.3890 -0.444 -0.235 -0.079 0.136
H 0.8911 2.8236 1.7825 0.133 -0.729 0.537 0.134
H 1.8740 3.0885 3.1687 -0.074 -0.414 -0.060 0.142
H 0.2557 2.7690 4.7699 -0.195 -0.123 -0.534 0.139
H -0.6566 3.4794 3.4299 -0.001 -0.351 0.208 0.158
H 1.1065 -0.5888 6.0219 0.266 -0.172 -0.252 0.002
H 2.0963 -0.7386 4.5283 -0.059 -0.253 0.258 0.019
H 1.2578 -2.1860 5.2158 -0.020 0.422 -0.109 0.039
P 1.5171 -1.1744 -3.3004 2.112 0.070 -2.833 1.060
P -1.8407 -0.6449 -2.9047 -1.756 1.657 -2.453 1.057
N 2.9333 -0.1051 -3.4493 -0.112 0.612 0.912 -0.275
N 2.1117 -2.4294 -4.4332 -0.655 -0.711 0.441 -0.266
N -1.9802 1.1341 -2.9330 0.910 0.129 1.152 -0.255
N -3.4703 -1.0047 -3.5402 0.021 -0.821 0.148 -0.280
C 0.4783 -0.2887 -4.5541 -0.425 0.180 0.317 -0.400
C -0.9843 -0.7622 -4.5551 0.322 -0.415 0.116 -0.396
C 3.4853 0.5536 -2.3341 0.734 0.348 -1.120 -0.178
C 4.5181 1.3843 -2.7645 -0.914 -0.710 -0.294 -0.091
C 4.5925 1.2568 -4.1965 -0.979 -0.622 0.435 -0.068
C 3.5949 0.3722 -4.5816 0.502 0.406 0.795 -0.127
C 2.2500 -3.7720 -4.0572 0.521 -0.447 -0.814 -0.163
C 2.7543 -4.5090 -5.1321 -0.406 1.060 0.693 -0.085
C 2.9178 -3.5960 -6.2243 -0.648 1.052 0.877 -0.069
C 2.4806 -2.3478 -5.7820 0.262 -0.844 -0.071 -0.153
C -1.6902 1.8366 -1.7562 -0.464 0.623 -0.830 -0.185
C -1.8226 3.1978 -1.9804 0.095 -0.854 -0.308 -0.080
C -2.1526 3.3535 -3.3719 0.201 -0.852 0.290 -0.059
C -2.1987 2.0816 -3.9247 -0.056 0.332 0.309 -0.142
C -4.2811 -0.3159 -4.4535 -0.584 -1.035 -0.011 -0.132
C -5.3294 -1.1440 -4.8525 1.370 0.228 0.834 -0.069
C -5.1450 -2.4077 -4.1921 0.719 0.568 0.191 -0.088
C -4.0010 -2.3045 -3.4189 -0.482 0.505 -0.323 -0.170
H 0.8853 -0.4114 -5.5674 -0.035 0.070 0.460 0.070
H 0.5482 0.7800 -4.3040 -0.131 -0.159 -0.022 0.083
H -1.5414 -0.1968 -5.3219 0.010 -0.384 0.434 0.081
H -1.0437 -1.8349 -4.8127 0.029 0.323 -0.106 0.089
H 3.0930 0.3791 -1.3443 0.073 -0.117 -0.006 0.060
H 5.1391 2.0259 -2.1523 -0.130 -0.190 -0.027 0.091
H 5.2854 1.7535 -4.8653 -0.174 -0.092 0.162 0.103
H 3.3108 0.0498 -5.5657 0.162 0.026 0.083 0.083
H 1.9644 -4.1008 -3.0597 0.181 0.165 -0.308 0.089
H 2.9747 -5.5703 -5.1543 -0.088 0.257 0.146 0.097
H 3.3006 -3.8045 -7.2190 -0.179 0.019 0.292 0.104
H 2.3760 -1.4262 -6.3401 0.161 -0.372 0.100 0.083
H -1.3888 1.2919 -0.8814 -0.188 0.173 -0.571 0.015
H -1.6807 3.9810 -1.2397 -0.045 -0.175 -0.294 0.093
H -2.3224 4.2924 -3.8887 0.062 -0.318 0.054 0.107
H -2.3600 1.7684 -4.9498 -0.021 0.252 0.277 0.106
H -4.0592 0.6921 -4.7460 -0.128 0.021 0.091 0.077
H -6.1214 -0.8749 -5.5361 0.095 0.002 0.102 0.099
H -5.7869 -3.2749 -4.2920 0.217 0.132 0.086 0.099
H -3.5010 -3.0373 -2.7959 -0.161 0.129 -0.063 0.090
Te -1.5195 -1.1814 5.5715 -0.388 0.482 1.139 1.284
C -0.8708 -0.4261 7.5638 0.322 -0.263 0.118 -0.491
C -1.1496 0.8646 8.0259 -0.108 0.279 -0.110 -0.120
C -0.7186 1.2609 9.3118 -0.036 -0.348 -0.354 -0.048
C -0.0208 0.3733 10.1399 -0.211 -0.147 -0.226 -0.040
C 0.2451 -0.9179 9.6728 -0.233 0.183 -0.349 -0.045
C -0.1781 -1.3166 8.3908 0.178 -0.234 0.038 -0.139
H -1.6999 1.5637 7.3915 0.115 -0.130 0.329 0.101
H -0.9387 2.2616 9.6840 -0.023 -0.234 -0.287 0.120
H 0.2835 0.6731 11.1577 -0.171 -0.170 -0.742 0.132
H 0.7711 -1.6181 10.3167 -0.098 0.025 -0.230 0.121
H 0.0318 -2.3247 8.0324 -0.008 0.195 0.261 0.103


2.
82
Properties=species:S:1:pos:R:3:forces:R:3:lowdin_charge:R:1 method="wB97M-V/def2-TZVPD" total_charge=+1 relative_energy_kcal_mol=15.30 e_tot_ev=-142203.4914 lumo_energy_ev=-2.714 multiplicity=1
Ga -0.4722 0.1111 0.5880 -0.005 0.080 0.029 0.249
C -2.8995 1.3605 -1.4123 0.015 0.014 -0.041 -0.138
C -2.9088 -0.0682 -1.9666 -0.024 -0.010 0.039 -0.505
C -3.1408 -0.0519 -3.4762 -0.029 -0.024 0.000 -0.093
P -1.3687 -0.8937 -1.3860 -0.059 -0.024 -0.013 1.065
C -1.5922 -2.7023 -1.2118 -0.019 -0.025 -0.090 -0.511
C -2.1589 -3.3962 -2.4485 0.043 0.015 -0.017 -0.080
C -0.2628 -3.3135 -0.7688 0.025 0.047 -0.025 -0.105
C -0.0227 -0.4578 -2.4756 -0.007 0.036 0.073 -0.282
C -0.0471 -0.7457 -3.8452 -0.005 0.023 -0.012 -0.055
C 0.8325 -0.1606 -4.7343 -0.004 0.010 -0.009 -0.269
C 0.8231 -0.4900 -6.2007 -0.003 0.001 0.000 -0.041
C 1.6969 0.8029 -4.2117 -0.013 -0.003 0.000 -0.013
C 1.7577 1.0864 -2.8631 0.059 -0.045 0.014 -0.018
C 0.9601 0.3995 -1.9338 -0.051 0.074 0.042 -0.269
N 1.0372 0.6058 -0.5455 0.093 -0.255 0.007 -0.058
C 2.1537 1.2546 0.0246 -0.049 0.120 0.024 -0.283
C 3.4533 1.1327 -0.4783 -0.023 -0.015 0.014 -0.026
C 4.4981 1.8668 0.0512 0.006 0.011 0.011 -0.013
C 4.3184 2.7520 1.1130 0.005 -0.010 -0.014 -0.264
C 5.4584 3.5657 1.6598 -0.001 -0.003 -0.001 -0.040
C 3.0587 2.7920 1.6864 -0.004 -0.011 0.020 -0.048
C 1.9929 2.0410 1.1864 0.011 -0.063 -0.053 -0.286
P 0.5072 1.7165 2.1324 -0.055 0.112 -0.047 1.026
C 1.0637 0.8612 3.6696 -0.020 0.011 -0.023 -0.509
C 2.0421 1.6169 4.5691 -0.020 0.008 0.021 -0.091
C 1.6928 -0.4712 3.2464 -0.007 -0.033 0.024 -0.117
C -0.5264 3.2050 2.4223 0.025 0.027 -0.016 -0.517
C -0.7249 3.8891 1.0670 -0.018 -0.010 -0.016 -0.102
C -0.0339 4.1918 3.4769 -0.002 0.010 -0.012 -0.094
H -3.7794 1.9038 -1.7596 -0.007 0.000 0.008 0.093
H -2.0185 1.9052 -1.7677 -0.001 -0.009 -0.009 0.084
H -2.9166 1.3702 -0.3198 0.006 0.003 -0.007 0.027
H -3.7154 -0.6343 -1.4876 0.021 0.023 0.047 0.093
H -2.3778 0.5348 -3.9872 0.011 0.005 0.008 0.082
H -4.1073 0.4154 -3.6710 -0.002 -0.004 -0.013 0.090
H -3.1621 -1.0484 -3.9151 0.021 0.008 -0.006 0.065
H -2.3114 -2.7980 -0.3943 -0.001 0.019 -0.145 0.068
H -1.4356 -3.4029 -3.2653 -0.013 0.008 -0.012 0.077
H -3.0807 -2.9316 -2.7979 -0.015 -0.024 0.017 0.068
H -2.3873 -4.4346 -2.2037 0.019 -0.010 0.009 0.090
H 0.4867 -3.2323 -1.5581 -0.008 -0.001 -0.013 0.087
H -0.4028 -4.3698 -0.5363 0.003 -0.008 0.005 0.091
H 0.1340 -2.8343 0.1307 -0.011 -0.023 -0.042 0.039
H -0.7918 -1.4339 -4.2257 -0.007 0.005 0.002 0.100
H 0.1156 -1.2883 -6.4210 -0.004 0.001 -0.001 0.078
H 1.8088 -0.8135 -6.5369 0.001 -0.005 0.001 0.085
H 0.5446 0.3803 -6.7972 0.004 0.003 -0.002 0.086
H 2.3460 1.3514 -4.8850 0.003 0.001 -0.002 0.125
H 2.4377 1.8530 -2.5247 0.006 -0.008 -0.008 0.110
H 3.6493 0.4579 -1.2988 -0.017 -0.006 -0.014 0.120
H 5.4859 1.7507 -0.3795 0.003 0.003 -0.003 0.124
H 6.1452 3.8625 0.8682 -0.001 0.003 -0.003 0.082
H 6.0307 2.9941 2.3933 0.003 -0.003 -0.002 0.088
H 5.0985 4.4689 2.1512 -0.002 -0.001 0.005 0.080
H 2.9013 3.4149 2.5590 0.001 0.004 -0.001 0.106
H 0.1346 0.6634 4.2138 0.002 -0.012 0.007 0.102
H 3.0138 1.7168 4.0860 0.000 -0.010 0.001 0.074
H 2.1910 1.0346 5.4798 -0.001 0.003 0.002 0.091
H 1.6966 2.6049 4.8621 0.006 0.004 -0.007 0.058
H 2.5741 -0.3005 2.6236 0.001 -0.003 -0.003 0.087
H 0.9896 -1.1122 2.7127 0.014 -0.009 0.007 0.008
H 2.0145 -1.0192 4.1332 0.004 0.014 0.006 0.095
H -1.4855 2.7884 2.7491 0.013 -0.028 0.007 0.110
H 0.2004 4.3601 0.7321 0.004 -0.008 -0.003 0.087
H -1.4899 4.6610 1.1526 0.006 0.011 0.004 0.091
H -1.0437 3.1890 0.2893 -0.005 0.012 0.013 0.051
H 0.9472 4.5962 3.2225 0.008 -0.010 0.006 0.078
H 0.0139 3.7454 4.4677 -0.014 0.007 0.004 0.067
H -0.7296 5.0308 3.5298 0.004 0.007 -0.010 0.088
Cl -4.7989 -0.2537 1.1500 -0.009 -0.033 0.003 0.723
C -4.1012 -1.8297 1.3597 -0.017 0.116 0.041 -0.672
C -4.8776 -2.9237 1.0148 0.016 -0.022 -0.012 -0.102
C -4.3709 -4.2004 1.1911 -0.001 0.005 -0.023 -0.059
C -3.1035 -4.3779 1.7200 0.028 -0.005 0.011 -0.104
C -2.3399 -3.2721 2.0567 -0.019 -0.023 0.055 -0.680
Cl -0.7584 -3.5622 2.7025 -0.016 0.020 0.079 0.725
C -2.8062 -1.9642 1.8723 0.075 -0.023 -0.042 -0.673
S -1.8167 -0.5663 2.2990 0.044 -0.052 0.098 0.662
H -5.8719 -2.7655 0.6225 -0.007 -0.004 0.001 0.111
H -4.9707 -5.0606 0.9271 -0.004 -0.002 0.002 0.117
H -2.6981 -5.3673 1.8775 -0.005 -0.008 0.004 0.112